Entry from the Open Molecules 2025 dataset: 6 unconnected molecules or ions with the total composition C38H72BrFN3O11P2 at a distorted geometry (the ωB97M-V functional and the def2-TZVPD basis).

Output
* HOMO energy: -10.40 eV
* orbital gap: 0.263 hartree
* LUMO energy: -0.1193 Eh
* total charge: +1

Cartesian coordinates (Å):
1 C -5.80231 1.79143 -2.33334
2 C -4.38861 1.89912 -2.50003
3 C -2.77548 1.90524 -2.72536
4 P -2.42447 -0.01050 -2.65264
5 N -1.81919 -0.65179 -3.98539
6 C -2.27575 2.82628 -1.45233
7 C -2.65832 2.53755 0.08193
8 C -2.81550 1.03598 0.63461
9 C -1.31973 0.43294 1.08155
10 C -1.25949 0.20425 2.70160
11 N -0.37229 -1.02333 2.97965
12 C -0.67318 2.89190 -1.93267
13 C 0.12703 4.29113 -1.52016
14 C 0.66087 4.20625 0.05807
15 O 0.10767 5.12355 0.89109
16 Br 1.98188 2.83972 0.70882
17 N -0.65680 2.75818 -3.47595
18 C 0.45705 1.99846 -4.12923
19 C 1.04616 0.69522 -3.33459
20 O 1.27057 -0.50043 -4.20284
21 C 1.34199 -1.73238 -3.35916
22 O 1.97118 -1.80717 -2.17712
23 C -2.10555 2.71491 -4.02807
24 C -2.39954 2.11373 -5.51301
25 C -3.92585 1.60780 -5.82051
26 F -4.17049 0.15983 -5.66128
27 C -2.35019 4.30547 -4.25757
28 P -4.03839 4.93409 -4.84463
29 O -3.90512 6.54714 -4.76828
30 O -5.40948 4.58614 -3.84486
31 O -4.35515 4.67249 -6.57615
32 H -6.92387 1.81098 -1.99244
33 H -3.67534 -0.71843 -2.35323
34 H -1.48457 -0.34901 -1.57463
35 H -2.43317 -1.39681 -4.38512
36 H -2.75731 3.91565 -1.57498
37 H -3.67400 3.12007 0.31833
38 H -1.84752 3.08764 0.76568
39 H -3.44625 0.28293 0.00252
40 H -3.39483 1.11450 1.67843
41 H -1.14639 -0.62429 0.56116
42 H -0.49531 1.18679 0.71694
43 H -0.82829 1.13035 3.27038
44 H -2.30800 -0.03999 3.18809
45 H -0.85449 -1.81301 2.46638
46 H -0.39804 -1.25288 4.01343
47 H -0.21959 2.04635 -1.28227
48 H 1.09331 4.45186 -2.17913
49 H -0.65015 5.17722 -1.62711
50 H -0.33632 3.75812 -3.67297
51 H 1.39173 2.74808 -4.17361
52 H 0.30917 1.68253 -5.24257
53 H 2.12796 0.94613 -2.89496
54 H 0.41843 0.31744 -2.42794
55 H 0.73589 -2.66931 -3.78353
56 H -1.70747 1.20462 -5.83878
57 H -2.16982 2.96248 -6.32130
58 H -4.77149 2.17315 -5.24281
59 H -4.12006 1.84328 -6.97568
60 H -1.61291 4.68808 -5.12009
61 H -2.07069 4.99800 -3.32438
62 H -5.95362 3.87474 -4.33722
63 H -5.34742 4.54508 -6.66533
64 C 4.21702 -4.20304 3.21717
65 C 4.21081 -3.03914 2.26008
66 C 2.79008 -3.06424 1.73995
67 O 1.97037 -3.58850 2.79368
68 C 2.82543 -4.13521 3.80719
69 H 5.00392 -4.14597 3.97348
70 H 4.34211 -5.13994 2.66137
71 H 4.39145 -2.10714 2.80855
72 H 4.95739 -3.11874 1.46585
73 H 2.69414 -3.73278 0.87786
74 H 2.43098 -2.07157 1.45338
75 H 2.79314 -3.46149 4.67038
76 H 2.45182 -5.11555 4.11548
77 C 8.16149 -5.58460 6.99457
78 C 8.79275 -5.29002 5.65835
79 C 7.92799 -6.09698 4.71462
80 O 6.61578 -6.14580 5.29154
81 C 6.69267 -5.66383 6.64026
82 H 8.37594 -4.83197 7.75748
83 H 8.50998 -6.55662 7.36346
84 H 8.69778 -4.22169 5.43089
85 H 9.85068 -5.55874 5.60283
86 H 8.29165 -7.12601 4.62395
87 H 7.87445 -5.65645 3.71486
88 H 6.22405 -4.67406 6.66836
89 H 6.13632 -6.33231 7.30305
90 C -0.74859 -0.34540 8.79184
91 C -1.31649 -1.65722 8.31502
92 C -0.94809 -1.64721 6.84743
93 O 0.27209 -0.90260 6.72974
94 C 0.51943 -0.23337 7.97400
95 H -0.56562 -0.31116 9.86879
96 H -1.43328 0.47121 8.53362
97 H -0.80951 -2.48680 8.82182
98 H -2.39144 -1.75872 8.48440
99 H -1.71035 -1.13624 6.24973
100 H -0.80540 -2.65393 6.44417
101 H 1.35517 -0.74232 8.46650
102 H 0.80613 0.80458 7.78387
103 C 2.12752 -6.70771 -4.65278
104 C 1.32899 -6.24466 -5.84385
105 C -0.08932 -6.54537 -5.41071
106 O -0.12435 -6.41713 -3.98262
107 C 1.22341 -6.33092 -3.49957
108 H 3.11854 -6.25205 -4.58397
109 H 2.25192 -7.79651 -4.68992
110 H 1.45725 -5.16420 -5.97887
111 H 1.60418 -6.74105 -6.77786
112 H -0.37185 -7.57344 -5.66093
113 H -0.81804 -5.86417 -5.85950
114 H 1.39811 -5.29779 -3.17995
115 H 1.34835 -6.98939 -2.63557
116 C -3.38773 7.99128 0.06317
117 C -3.60560 8.60122 -1.29743
118 C -2.78078 7.69601 -2.18620
119 O -2.79271 6.39560 -1.58129
120 C -3.33200 6.51367 -0.25749
121 H -4.16758 8.24128 0.78691
122 H -2.42415 8.32243 0.46837
123 H -4.66489 8.52894 -1.57084
124 H -3.30655 9.65046 -1.36214
125 H -1.73940 8.03105 -2.23773
126 H -3.17764 7.63249 -3.20351
127 H -4.33419 6.07139 -0.26455
128 H -2.70876 5.95458 0.44585

Atomic forces in eV per Å
C 10.2849 0.8840 -0.7246
C -9.7461 -0.6419 0.4621
C -3.2667 1.5763 1.7275
P 0.4213 -2.4686 -1.6073
N -0.7491 0.2233 0.7925
C 0.5464 1.7171 -1.6056
C -0.4428 0.3249 1.0178
C 0.6780 -0.0895 1.7915
C -0.9243 -0.4648 -0.1402
C 0.1147 -0.6959 0.5974
N -1.5341 0.4042 -0.0165
C -0.3324 0.4091 3.4947
C 0.0586 -0.8314 0.3681
C -4.2814 5.8635 3.4920
O 4.1014 -6.5484 -5.3939
Br -1.4855 1.4554 -0.9737
N 0.9850 1.9331 -0.3060
C 3.8685 -1.6586 -0.9864
C 1.4922 -0.6139 1.4135
O -0.6807 -1.5159 2.8684
C 2.3956 0.2742 4.7857
O -4.2378 1.0332 -7.8223
C -1.3250 -0.2177 -0.3491
C 0.7127 -1.1571 -1.3695
C -0.6439 0.2109 -1.4440
F 0.7551 3.0606 0.0260
C 0.4092 0.3321 0.4463
P -1.6100 8.5826 -0.5980
O -0.0732 -6.6101 -0.1798
O 1.7144 -1.8349 -3.7597
O -0.9105 -1.2077 3.7435
H 2.8484 -0.0464 -0.8321
H 0.9024 1.2545 0.4197
H -1.0036 1.1306 -0.3739
H 0.6213 1.1608 0.3313
H 1.1507 -2.3444 -0.2588
H 2.2099 -1.2490 -0.8583
H -1.6819 -1.1678 -1.5395
H 1.2359 1.5930 0.8469
H 1.0727 -0.0296 -2.4509
H -0.1964 2.2616 1.1506
H -1.4363 -1.6309 0.8355
H -0.7223 -1.6673 -1.1940
H 1.6238 0.9154 -1.3971
H 0.9065 0.9713 1.0309
H 0.0693 0.3761 -1.6565
H -0.2404 0.9811 -2.0123
H -1.8988 -0.3817 1.1908
H 1.7769 -1.5578 0.5706
H -0.7602 -1.6199 -0.0793
H -2.2216 -1.5469 0.1703
H -0.4527 0.7302 2.1927
H -2.5065 -0.2404 -0.8722
H 0.9128 1.0481 -1.6995
H 1.5174 2.3173 0.4910
H -1.5135 1.7812 1.1240
H -0.6428 -1.7698 1.9018
H 1.7586 -1.3088 -0.7252
H 0.5461 -0.7024 2.5936
H -1.6856 -1.0418 1.6468
H -1.1941 -1.4462 -1.7845
H 0.9626 1.3012 1.4705
H 1.5311 0.3191 -0.0467
C 0.3272 -0.5513 0.0950
C 0.2652 0.5470 -0.0818
C -0.3986 -0.0417 -0.2378
O 0.3244 -0.0165 -0.0690
C -0.3080 0.0897 0.2936
H -0.1083 -0.1010 -0.0732
H 0.0294 0.0763 0.1324
H -0.0024 -0.0593 -0.0904
H -0.0999 0.0171 0.0603
H 0.0549 0.0646 -0.0863
H -0.1188 -0.1096 0.0779
H 0.0380 -0.0589 0.0685
H -0.0612 0.1129 -0.0639
C 0.1575 -0.2858 0.5745
C 0.3477 0.4685 -0.2916
C -0.1424 -0.3427 -0.2684
O 0.2744 0.1398 0.1584
C -0.4262 0.0857 -0.0580
H -0.0517 -0.0984 -0.0761
H -0.0491 0.1285 0.0097
H 0.0571 -0.1047 -0.0062
H -0.1330 0.0269 -0.0240
H 0.0777 0.0362 -0.0672
H -0.1088 -0.0773 0.0724
H -0.0120 0.0190 0.1181
H -0.0199 0.0305 -0.1571
C -0.2043 0.5701 0.2414
C -0.1641 -0.5960 0.2408
C 0.0572 -0.0097 -0.3897
O -0.2666 -0.0272 0.1755
C 0.4701 0.0059 -0.0561
H -0.0008 0.0144 -0.1441
H 0.0873 -0.0538 0.0761
H -0.1048 0.0603 -0.0767
H 0.1297 -0.0084 -0.0435
H -0.1344 -0.0458 -0.0079
H 0.0765 0.1190 -0.0354
H -0.0021 0.0886 0.0525
H 0.0167 -0.1302 -0.0926
C 0.4558 -0.4500 0.1504
C 0.0398 0.3843 -0.4813
C -0.4037 -0.2403 0.0378
O 0.2852 0.0667 -0.1971
C -0.1860 0.1487 0.3294
H -0.1150 -0.0656 0.0256
H 0.0312 0.1403 0.0334
H -0.0079 -0.0848 -0.0577
H -0.0631 0.0769 0.1045
H -0.0114 0.0455 -0.1058
H -0.0090 -0.0756 0.1297
H 0.1253 0.0015 0.0957
H -0.1288 0.1011 -0.0559
C 0.2910 0.1735 0.5916
C -0.4087 0.2284 -0.2801
C 0.2745 0.5233 -0.7379
O 0.1185 -0.2746 0.0497
C -0.2323 -0.4638 0.2775
H 0.1081 -0.0940 -0.0739
H -0.1289 -0.0673 0.0189
H 0.1359 0.0476 -0.0384
H -0.0164 -0.1667 -0.0252
H 0.0399 0.0920 0.0651
H 0.1317 -0.1350 0.3057
H -0.0287 0.0100 0.0583
H 0.0458 -0.0235 -0.1066